(1)
DFT (the ωB97M-V functional and the def2-TZVPD basis) results for a molecular structure, C19H19BrCl3N2O3SbScSi.

Last column: Mulliken charge in e.
Positions of all 50 atoms, in Å:
Sc 0.21560 -0.44495 -0.33154  0.595
Br 0.62851 3.26851 6.10544  -0.169
C 0.73431 2.09109 4.63229  -0.218
C 1.94731 1.46910 4.32712  -0.516
C 2.03919 0.60507 3.25939  -0.486
C 0.93113 0.35099 2.43982  0.518
O 1.03666 -0.48266 1.42088  -0.702
C -0.29595 0.98018 2.75955  -0.070
C -1.50399 0.65970 2.05214  0.372
N -1.54513 0.08048 0.90257  0.155
C -2.76598 -0.40241 0.37875  -0.408
C -3.99460 0.17718 0.53939  -0.407
C -5.15098 -0.45095 0.03383  -0.943
C -5.07086 -1.65179 -0.60853  -0.847
C -3.81152 -2.26304 -0.81499  1.077
C -3.65070 -3.50729 -1.46152  -0.626
C -2.39887 -4.02954 -1.62231  -0.892
C -1.29489 -3.28626 -1.18246  -0.275
N -1.39617 -2.11776 -0.58165  0.225
C -2.65059 -1.61406 -0.35227  0.759
C -0.37775 1.83176 3.87534  -0.818
H 2.81414 1.66080 4.94513  0.435
H 2.96867 0.09830 3.03636  0.619
H -2.43791 0.87527 2.57381  0.475
H -4.08512 1.12797 1.04854  0.544
H -6.11079 0.02725 0.17263  0.422
H -5.96120 -2.14647 -0.97414  0.431
H -4.52552 -4.03663 -1.81816  0.469
H -2.23822 -4.98398 -2.10184  0.428
H -0.29379 -3.66503 -1.34910  0.533
H -1.32620 2.28821 4.12983  0.487
Cl 0.88208 -1.45272 -2.91415  -0.203
Si -0.50127 -0.00300 -3.52394  0.763
Cl 0.48026 1.37972 -4.57938  -0.207
Cl -1.93848 -0.91919 -4.58252  -0.230
C 4.64709 0.91928 0.46999  -1.283
Sb 3.08401 0.77036 -0.97444  0.686
C 4.23059 0.06962 -2.63568  -1.244
C 2.99209 2.82331 -1.53818  -1.243
H 5.52108 1.37809 0.01083  0.414
H 4.91342 -0.06710 0.84600  0.377
H 4.31325 1.53779 1.30160  0.385
H 5.15021 0.64680 -2.71595  0.399
H 3.65394 0.19036 -3.55189  0.336
H 4.47817 -0.98322 -2.51015  0.383
H 3.98889 3.18405 -1.78580  0.424
H 2.58740 3.41216 -0.71659  0.388
H 2.33573 2.93167 -2.39999  0.300
O -1.21296 0.53288 -2.14159  -0.074
O -0.03428 1.14013 -1.49248  -0.540

Calculated values
Spin multiplicity: 1
HOMO-LUMO gap (eV): 7.301
LUMO level (eV): -3.6341
Charge: +1
HOMO level (eV): -10.94

---

(2)
DFT (the ωB97M-V functional and the def2-TZVPD basis) results for a molecular structure, C3H5CrLiO3.

Last column: Mulliken charge in e.
Positions of all 13 atoms, in Å:
C -1.57671 -0.48116 -1.02470  -0.342
C -2.33436 -0.26571 0.07064  -0.855
H -1.54424 0.25219 -1.83362  0.297
H -1.01648 -1.41206 -1.13926  0.316
H -2.95281 0.63186 0.14613  0.308
H -2.52494 -1.07155 0.78357  0.342
H -0.25512 0.39020 0.98502  0.339
O 2.68159 0.71852 0.08182  -0.936
C 1.66750 0.04613 0.48672  1.285
O 1.69232 -1.15642 0.73026  -0.625
O 0.56676 0.81105 0.53776  -0.499
Cr 1.92387 2.56093 -0.05469  1.474
Li 3.67261 -1.02400 0.23036  0.896

Calculated values
Spin multiplicity: 5
HOMO-LUMO gap (alpha / beta) (eV): 4.579 / 5.904
LUMO level (alpha / beta) (eV): -11.9948 / -10.7082
Charge: +2
HOMO level (alpha / beta) (eV): -16.57 / -16.61

---

These records have energy relative to the best compared isomer or geometry (same formula, charge and spin) values of 1.37, 8.96 kJ/mol, in the order they appear.
These records have F_max values of 0.007, 0.078 Eh/bohr, in the order they appear.